(1)
ORCA calculation (the ωB97M-V functional and the def2-TZVPD basis) on an isolated ion of composition C11H13N2S and charge +1 at a distorted geometry.

```
27
Properties=species:S:1:pos:R:3:lowdin_charge:R:1
C 3.208 -1.416 -0.553 -0.09
C 3.141 -0.072 -0.923 -0.03
C 2.174 -1.930 0.078 -0.05
C 2.147 0.779 -0.418 0.01
C 0.989 -1.196 0.361 -0.17
C 0.993 0.207 0.225 -0.15
C -1.347 0.905 0.537 -0.15
C -0.138 -1.944 0.605 -0.05
C -2.086 -0.196 0.371 -0.44
C 0.471 2.240 1.413 -0.03
C -4.192 0.199 -1.538 -0.27
N 0.001 1.094 0.629 -0.12
N -0.375 -2.855 1.448 0.16
S -3.505 -0.753 -0.065 0.97
H 4.065 -2.024 -0.705 0.11
H 4.085 0.335 -1.361 0.13
H 2.227 -2.985 0.414 0.13
H 2.257 1.770 -0.747 0.10
H -1.890 1.870 0.530 0.16
H 0.371 3.207 0.778 0.13
H -0.038 2.252 2.465 0.14
H 1.537 2.197 1.604 0.08
H -5.216 0.529 -1.508 0.05
H -4.106 -0.522 -2.340 0.03
H -3.521 1.046 -1.667 0.04
H 0.416 -3.402 2.018 0.21
H -1.243 -3.267 1.442 0.08
```

LUMO (alpha / beta) = -4.635 / -4.635 eV
Frontier orbital gap (alpha / beta) = 6.722 / 6.721 eV
Energy relative to the best compared isomer or geometry (same formula, charge and spin) = 113.0 kcal/mol
Maximum force = 5.0 eV/Å
Net charge = +1


(2)
ORCA calculation (the ωB97M-V functional and the def2-TZVPD basis) on a 4-piece molecular cluster, C38H79F8N12O5P5 overall at a distorted geometry.

```
147
Properties=species:S:1:pos:R:3:lowdin_charge:R:1
C 5.127 1.788 -2.003 -0.15
C 3.967 1.061 -1.275 -0.40
P 2.315 1.869 -1.399 1.05
C 1.934 2.913 0.091 -0.38
C 1.149 2.024 1.115 -0.16
C 2.100 2.804 -2.948 -0.30
C 1.763 4.122 -2.969 -0.04
C 1.553 4.764 -4.220 -0.23
C 1.114 6.229 -4.184 -0.10
C -0.467 6.244 -4.159 -0.15
O -0.911 4.900 -4.021 -0.16
C -1.904 4.475 -4.909 -0.08
C -2.171 3.011 -4.485 -0.39
F -2.404 2.224 -5.556 0.14
F -1.023 2.559 -3.919 0.13
C -3.359 2.846 -3.499 -0.36
F -4.438 2.476 -4.226 0.15
F -3.701 3.990 -2.869 0.15
C -3.096 1.775 -2.425 -0.36
F -2.736 0.590 -2.926 0.16
F -4.273 1.570 -1.771 0.12
C -2.068 2.295 -1.339 -0.27
F -2.641 2.354 -0.118 0.09
F -1.064 1.404 -1.252 0.07
C 1.707 4.071 -5.394 -0.21
P 1.415 4.837 -7.033 0.73
O 2.476 4.562 -8.025 -0.45
C 2.090 2.690 -5.390 -0.20
N 2.210 2.051 -6.593 0.21
C 2.525 0.793 -6.451 -0.29
N 2.639 0.022 -7.661 0.09
C 2.765 0.138 -5.194 -0.24
C 3.167 -1.328 -5.131 -0.02
N 2.646 0.771 -4.058 0.17
C 2.278 2.081 -4.159 -0.24
H 5.248 2.782 -1.562 0.07
H 6.036 1.187 -1.925 0.07
H 4.841 1.916 -3.051 0.05
H 3.874 0.032 -1.628 0.04
H 4.240 0.973 -0.214 0.08
H 1.260 3.741 -0.154 0.05
H 2.815 3.303 0.612 0.07
H 1.900 1.562 1.764 0.06
H 0.675 1.203 0.580 0.00
H 0.435 2.604 1.701 0.07
H 1.605 4.702 -2.066 0.11
H 1.468 6.764 -5.060 0.07
H 1.504 6.703 -3.282 0.11
H -0.897 6.747 -5.031 0.12
H -0.775 6.761 -3.242 0.12
H -2.807 5.098 -4.866 0.14
H -1.579 4.458 -5.960 0.12
H -1.679 3.289 -1.583 0.17
H 1.326 6.242 -6.891 0.01
H 0.138 4.436 -7.513 0.01
H 3.611 -0.197 -7.849 0.09
H 2.118 -0.839 -7.547 0.07
H 4.178 -1.420 -5.533 0.09
H 3.086 -1.633 -4.086 0.08
H 2.431 -1.906 -5.697 0.07
O -2.956 -4.762 -0.386 -0.30
P -3.514 -3.522 0.280 0.70
N -4.541 -4.292 1.429 -0.34
C -5.970 -4.484 1.372 -0.13
C -3.880 -5.229 2.326 -0.13
N -4.266 -2.871 -1.132 -0.32
C -5.693 -2.765 -1.337 -0.13
C -3.610 -3.189 -2.399 -0.13
N -3.717 -2.003 1.052 -0.28
C -4.246 -1.753 2.380 -0.10
C -3.353 -0.776 0.347 -0.11
H -6.379 -4.545 2.386 0.08
H -6.251 -5.398 0.832 0.09
H -6.495 -3.638 0.933 0.05
H -3.178 -4.700 2.984 0.06
H -3.320 -5.997 1.783 0.07
H -4.593 -5.741 2.971 0.08
H -6.176 -3.748 -1.396 0.08
H -5.908 -2.235 -2.268 0.08
H -6.161 -2.164 -0.553 0.07
H -3.897 -4.178 -2.776 0.09
H -2.527 -3.168 -2.292 0.02
H -3.866 -2.441 -3.155 0.08
H -5.335 -1.652 2.347 0.09
H -3.841 -0.827 2.798 0.08
H -3.981 -2.531 3.091 0.07
H -4.240 -0.279 -0.052 0.08
H -2.673 -0.979 -0.478 0.05
H -2.830 -0.073 1.000 0.08
O 1.322 1.850 4.573 -0.31
P 1.675 1.807 6.043 0.72
N 1.759 0.098 6.234 -0.35
C 0.776 -0.796 6.796 -0.13
C 2.701 -0.581 5.353 -0.13
N 0.230 2.571 6.606 -0.34
C -0.809 1.921 7.371 -0.14
C -0.370 3.537 5.687 -0.15
N 2.378 2.059 7.590 -0.30
C 3.087 1.084 8.401 -0.11
C 2.281 3.366 8.236 -0.12
H 1.271 -1.680 7.213 0.08
H 0.040 -1.133 6.053 0.09
H 0.250 -0.370 7.646 0.05
H 3.731 -0.286 5.592 0.07
H 2.521 -0.351 4.298 0.07
H 2.649 -1.664 5.465 0.08
H -1.314 1.134 6.797 0.08
H -1.568 2.643 7.680 0.08
H -0.414 1.508 8.304 0.07
H -0.994 3.052 4.927 0.08
H 0.398 4.116 5.177 0.07
H -0.988 4.251 6.239 0.08
H 2.388 0.529 9.033 0.09
H 3.813 1.570 9.058 0.08
H 3.664 0.382 7.805 0.07
H 1.498 3.363 8.999 0.09
H 2.058 4.150 7.518 0.07
H 3.224 3.649 8.712 0.08
O 2.761 -2.155 -0.452 -0.31
P 1.815 -3.126 0.227 0.73
N 2.530 -4.595 -0.318 -0.35
C 2.100 -5.461 -1.389 -0.13
C 3.937 -4.765 0.017 -0.14
N 0.388 -2.605 -0.585 -0.31
C -0.347 -3.384 -1.556 -0.14
C 0.360 -1.192 -0.966 -0.15
N 0.828 -3.974 1.351 -0.28
C 0.988 -5.346 1.802 -0.10
C -0.331 -3.315 1.949 -0.12
H 2.424 -6.489 -1.190 0.08
H 2.503 -5.156 -2.364 0.09
H 1.018 -5.541 -1.462 0.06
H 4.065 -4.853 1.105 0.07
H 4.550 -3.926 -0.327 0.07
H 4.349 -5.672 -0.424 0.08
H 0.238 -3.568 -2.466 0.09
H -1.263 -2.865 -1.852 0.03
H -0.685 -4.334 -1.131 0.06
H 0.891 -1.007 -1.907 0.08
H 0.811 -0.576 -0.197 0.03
H -0.670 -0.850 -1.076 0.05
H 0.465 -6.034 1.132 0.09
H 0.575 -5.482 2.805 0.08
H 2.031 -5.644 1.877 0.07
H -1.255 -3.634 1.457 0.03
H -0.257 -2.233 1.874 0.08
H -0.414 -3.542 3.016 0.08
```

LUMO = -0.023 eV
Frontier orbital gap = 6.848 eV
Maximum force = 6.3 eV/Å
Net charge = 0


(3)
ORCA calculation (the ωB97M-V functional and the def2-TZVPD basis) on a 2-piece molecular cluster, C2H2FN3 overall at a distorted geometry.

```
8
Properties=species:S:1:pos:R:3:lowdin_charge:R:1
C 0.632 -1.942 -0.745 -0.27
C -0.324 -1.129 -1.252 -0.15
N 1.343 -2.615 -0.083 0.16
N 1.013 0.484 0.893 0.02
N -0.050 0.105 0.951 0.08
F 0.080 -0.328 -2.293 0.01
H -1.290 -1.262 -1.023 0.07
H 1.852 0.622 1.411 0.09
```

LUMO (alpha / beta) = 0.589 / -1.028 eV
Frontier orbital gap (alpha / beta) = 9.573 / 6.797 eV
Energy relative to the best compared isomer or geometry (same formula, charge and spin) = 98.4 kcal/mol
Maximum force = 4.2 eV/Å
Net charge = 0


(4)
ORCA calculation (the ωB97M-V functional and the def2-TZVPD basis) on a 8-piece molecular cluster, C32H64O18S6 overall at a distorted geometry.

```
120
Properties=species:S:1:pos:R:3:lowdin_charge:R:1
C -0.575 -5.445 -0.664 -0.06
C -1.680 -5.237 -1.591 -0.28
O -2.196 -3.965 -1.357 -0.01
C -3.429 -3.704 -1.917 -0.50
O -3.996 -4.447 -2.738 0.10
O -3.848 -2.570 -1.339 -0.02
C -5.195 -2.174 -1.410 -0.03
H -0.800 -5.220 0.378 0.10
H 0.264 -4.816 -0.962 0.07
H -0.334 -6.508 -0.667 0.10
H -2.514 -5.894 -1.341 0.14
H -1.417 -5.414 -2.633 0.11
H -5.421 -2.172 -2.477 0.11
H -5.287 -1.187 -0.957 0.09
H -5.907 -2.670 -0.751 0.10
C 4.489 1.040 -3.800 -0.07
C 5.510 1.213 -2.678 -0.18
O 4.941 1.236 -1.340 -0.02
C 4.371 2.309 -0.700 -0.50
O 4.181 3.425 -1.265 0.08
O 4.055 1.898 0.535 -0.01
C 3.210 2.730 1.340 -0.05
H 4.918 1.188 -4.791 0.08
H 3.635 1.716 -3.752 0.08
H 4.098 0.026 -3.885 0.05
H 5.930 2.186 -2.933 0.12
H 6.258 0.430 -2.805 0.12
H 3.717 3.601 1.755 0.10
H 3.037 2.130 2.234 0.09
H 2.263 3.120 0.968 0.10
C 2.375 4.386 6.680 -0.25
C 1.132 5.272 6.964 -0.20
C 0.126 4.801 5.911 -0.22
S 1.058 4.504 4.344 0.73
O 1.018 5.639 3.405 -0.34
O 0.656 3.177 3.878 -0.37
C 2.700 4.349 5.233 -0.20
H 2.141 3.383 7.036 0.11
H 3.171 4.653 7.375 0.12
H 1.475 6.285 6.753 0.11
H 0.738 5.230 7.979 0.12
H -0.824 5.330 5.840 0.11
H -0.160 3.813 6.270 0.08
H 3.231 5.284 5.053 0.11
H 3.064 3.469 4.704 0.09
C -1.118 0.804 0.213 -0.23
C 0.156 0.547 1.007 -0.20
C 1.266 0.122 0.008 -0.17
S 0.402 -0.769 -1.367 0.72
O 0.693 -2.192 -1.233 -0.35
O 0.665 -0.037 -2.598 -0.34
C -1.324 -0.391 -0.740 -0.18
H -1.118 1.758 -0.314 0.11
H -1.987 0.818 0.871 0.09
H -0.046 -0.230 1.745 0.11
H 0.406 1.416 1.616 0.10
H 2.025 -0.539 0.426 0.10
H 1.676 1.030 -0.435 0.09
H -1.643 -1.133 -0.008 0.10
H -2.050 -0.352 -1.553 0.10
C -0.559 -3.290 -4.329 -0.21
C -1.680 -2.851 -5.277 -0.12
C -1.072 -3.085 -6.725 -0.08
S 0.747 -2.691 -6.592 0.83
O 0.886 -1.337 -7.101 -0.15
O 1.493 -3.809 -6.995 -0.17
C 0.657 -2.556 -4.763 -0.16
H -0.439 -4.373 -4.298 0.13
H -0.778 -3.107 -3.277 0.11
H -1.942 -1.799 -5.165 0.13
H -2.522 -3.512 -5.074 0.13
H -1.416 -2.590 -7.633 0.12
H -1.126 -4.163 -6.879 0.12
H 0.518 -1.512 -4.481 0.10
H 1.643 -2.718 -4.327 0.13
C -3.044 -0.495 6.031 -0.25
C -1.766 -0.891 5.338 -0.21
C -1.082 0.417 4.819 -0.16
S -2.486 1.654 4.499 0.73
O -2.530 1.785 3.027 -0.37
O -2.366 2.870 5.307 -0.33
C -3.753 0.536 5.170 -0.22
H -2.811 -0.158 7.041 0.12
H -3.638 -1.382 6.248 0.12
H -1.995 -1.536 4.490 0.11
H -1.254 -1.401 6.153 0.12
H -0.429 0.445 3.947 0.07
H -0.690 0.879 5.726 0.09
H -4.227 -0.018 4.360 0.11
H -4.521 1.168 5.617 0.11
C -4.861 3.506 -0.196 -0.20
C -6.297 3.385 -0.705 -0.23
C -6.285 4.088 -2.030 -0.21
S -4.739 3.472 -2.843 0.70
O -4.088 4.697 -3.332 -0.34
O -5.100 2.338 -3.658 -0.34
C -3.990 2.901 -1.324 -0.23
H -4.596 2.965 0.712 0.11
H -4.631 4.533 0.086 0.12
H -6.962 3.814 0.044 0.12
H -6.526 2.324 -0.809 0.11
H -6.072 5.151 -1.920 0.10
H -7.118 3.997 -2.727 0.11
H -2.902 2.965 -1.286 0.10
H -4.207 1.842 -1.461 0.08
C 6.015 -2.518 -0.329 -0.17
C 4.566 -2.213 -0.813 -0.21
C 4.078 -3.204 -1.903 -0.21
S 5.015 -4.750 -1.508 0.68
O 5.256 -5.453 -2.730 -0.34
O 4.433 -5.437 -0.341 -0.32
C 6.515 -3.785 -1.101 -0.22
H 5.857 -2.957 0.657 0.10
H 6.733 -1.699 -0.279 0.11
H 4.539 -1.209 -1.235 0.08
H 3.873 -2.105 0.022 0.10
H 4.273 -2.814 -2.902 0.09
H 3.040 -3.533 -1.847 0.07
H 7.017 -3.536 -2.035 0.10
H 7.162 -4.495 -0.586 0.10
```

Multiplicity = 2
LUMO (alpha / beta) = -2.211 / -8.963 eV
Frontier orbital gap (alpha / beta) = 9.489 / 2.736 eV
Maximum force = 4.8 eV/Å
Net charge = +1